Entry 1:
This record from the Open Molecules 2025 dataset describes a 2-piece molecular cluster, C5H11NP overall in a non-equilibrium geometry. The level of theory is wB97M-V/def2-TZVPD.

```
18
C5H11NP, DFT wB97M-V/def2-TZVPD
C -2.199 0.646 -1.836
C -0.980 0.265 -1.393
C 0.530 -1.431 -0.098
C -0.733 -0.546 -0.103
C 0.381 -0.229 0.827
N 1.624 1.447 0.217
P 0.581 -0.052 2.564
H -2.301 1.159 -2.799
H -3.239 0.200 -1.551
H -0.010 0.530 -1.978
H 0.552 -2.426 0.404
H 1.141 -1.332 -0.985
H -1.598 -1.003 0.339
H 2.071 0.976 -0.632
H 1.990 1.172 1.111
H 1.433 2.402 0.277
H 1.461 -1.220 2.809
H -0.705 -0.558 2.824
```

* energy relative to the best compared isomer or geometry (same formula, charge and spin): 3.387 eV
* electronic energy: -16130.961 eV
* net charge: +1
* HOMO: -13.6031 eV
* frontier orbital gap: 8.38 eV
* LUMO energy: -5.23 eV

Which charges does Mulliken predict for the atoms? In e, they are: -0.794 -0.032 -0.751 0.162 0.310 -0.536 -0.105 0.282 0.236 0.085 0.278 0.276 0.467 0.331 0.294 0.231 0.139 0.128


Entry 2:
This record from the Open Molecules 2025 dataset describes an isolated ion of composition C5H11NP and charge +1 in a non-equilibrium geometry. The level of theory is wB97M-V/def2-TZVPD.

```
18
C5H11NP, DFT wB97M-V/def2-TZVPD
C 0.026 0.491 1.374
C -0.135 0.820 -0.096
C -1.560 -1.555 0.679
C 0.962 1.382 2.219
C 0.540 -0.965 -1.623
N -0.528 -0.377 -0.885
P -0.406 -1.148 1.873
H -0.948 1.549 -0.213
H 0.830 1.298 -0.354
H -2.523 -1.174 0.640
H -1.405 -2.366 -0.032
H 1.977 1.089 1.920
H 0.856 1.235 3.269
H 0.750 2.440 2.078
H 0.315 -1.941 -2.174
H 1.013 -0.285 -2.369
H 1.473 -1.251 -1.001
H -1.237 -0.042 -1.573
```

* energy relative to the best compared isomer or geometry (same formula, charge and spin): 2.333 eV
* electronic energy: -16132.015 eV
* net charge: +1
* HOMO: -13.2501 eV
* frontier orbital gap: 7.57 eV
* LUMO energy: -5.68 eV

Which charges does Mulliken predict for the atoms? In e, they are: 0.467 -0.557 -0.223 -1.321 -0.939 -0.255 -0.030 0.364 0.297 0.361 0.319 0.357 0.429 0.357 0.328 0.368 0.341 0.336


Entry 3:
This record from the Open Molecules 2025 dataset describes one molecule with the formula C5H11NS2 in a non-equilibrium geometry. The level of theory is wB97M-V/def2-TZVPD.

```
19
C5H11NS2, DFT wB97M-V/def2-TZVPD
C -1.375 1.697 0.596
C -1.135 0.587 -0.363
S -2.589 -0.524 -0.303
C 0.186 -0.080 -0.076
C 1.354 0.776 -0.570
S 2.962 0.051 -0.100
C 0.280 -1.559 -0.103
N 0.292 -0.801 1.182
H -2.282 2.337 0.349
H -0.500 2.328 0.421
H -1.385 1.290 1.609
H -1.224 0.868 -1.395
H -3.561 0.337 0.122
H 1.360 0.951 -1.633
H 1.294 1.750 -0.117
H 2.492 -0.199 1.130
H -0.601 -2.115 -0.387
H 1.216 -2.041 -0.421
H -0.680 -0.851 1.595
```

* energy relative to the best compared isomer or geometry (same formula, charge and spin): 1.402 eV
* electronic energy: -28522.609 eV
* HOMO: -8.9456 eV
* SMILES: C[C@H](S)[C@]1(CS)CN1
* frontier orbital gap: 9.63 eV
* LUMO energy: 0.68 eV

Which charges does Mulliken predict for the atoms? In e, they are: -1.198 -0.196 -0.269 0.560 -0.762 -0.272 -0.593 -0.682 0.396 0.369 0.315 0.337 0.148 0.439 0.321 0.171 0.256 0.257 0.402


Entry 4:
This record from the Open Molecules 2025 dataset describes one molecule with the formula C5H11NSi in a non-equilibrium geometry. The level of theory is wB97M-V/def2-TZVPD.

```
18
C5H11NSi, DFT wB97M-V/def2-TZVPD
C -0.956 -1.337 1.084
C -1.792 -0.854 0.137
C -0.173 -0.152 1.269
C -2.013 0.267 -0.748
C 0.957 1.538 0.043
N 0.856 0.155 0.411
Si 1.866 -1.057 -0.209
H -0.848 -2.350 1.453
H -0.671 0.569 1.766
H -2.874 -0.133 -1.419
H -1.101 0.570 -1.403
H -2.371 1.200 -0.331
H 0.021 1.895 -0.420
H 1.119 2.197 0.839
H 1.710 1.745 -0.858
H 3.060 -1.590 0.678
H 0.997 -2.079 -0.733
H 2.215 -0.583 -1.560
```

* energy relative to the best compared isomer or geometry (same formula, charge and spin): 6.175 eV
* electronic energy: -14725.560 eV
* HOMO (spin up / spin down): -6.8486 / -7.1832 eV
* frontier orbital gap (spin up / spin down): 7.53 / 7.89 eV
* LUMO energy (spin up / spin down): 0.68 / 0.70 eV

Which charges does Mulliken predict for the atoms? In e, they are: -0.722 0.143 -0.532 -0.807 -0.937 0.322 0.240 0.368 0.529 0.246 0.222 0.310 0.287 0.357 0.280 -0.103 -0.083 -0.121


Entry 5:
This record from the Open Molecules 2025 dataset describes a 2-piece molecular cluster, C5H11O overall in a non-equilibrium geometry. The level of theory is wB97M-V/def2-TZVPD.

```
17
C5H11O, DFT wB97M-V/def2-TZVPD
C 0.779 1.758 -0.051
C 1.692 -0.673 0.034
C -2.316 -0.220 -0.084
C 0.290 -1.003 0.500
C -0.739 -0.009 -0.200
O -0.362 1.307 0.308
H 1.368 2.284 0.795
H 1.022 1.910 -1.163
H 1.790 -0.873 -1.010
H 2.468 -1.217 0.614
H 1.876 0.415 0.302
H -2.851 0.678 -0.339
H -2.586 -1.102 -0.574
H -2.414 -0.458 0.997
H -0.155 -2.004 0.160
H 0.223 -0.965 1.613
H -0.085 0.173 -1.903
```

* energy relative to the best compared isomer or geometry (same formula, charge and spin): 2.152 eV
* electronic energy: -7395.419 eV
* net charge: +1
* HOMO (spin up / spin down): -11.7931 / -16.6504 eV
* frontier orbital gap (spin up / spin down): 5.91 / 7.87 eV
* spin multiplicity: 3
* LUMO energy (spin up / spin down): -5.88 / -8.78 eV

Which charges does Mulliken predict for the atoms? In e, they are: -0.611 -0.962 -1.098 -0.138 0.137 -0.134 0.422 0.360 0.364 0.356 0.249 0.364 0.395 0.343 0.294 0.330 0.330


Entry 6:
This record from the Open Molecules 2025 dataset describes a 2-piece molecular cluster, C5H11O2 overall in a non-equilibrium geometry. The level of theory is wB97M-V/def2-TZVPD.

```
18
C5H11O2, DFT wB97M-V/def2-TZVPD
C 0.376 -1.273 -1.616
C 0.234 0.063 -2.580
O 1.096 0.920 -2.434
O -0.886 0.057 -3.128
H 0.532 -2.133 -2.179
H -0.701 -1.312 -1.260
H 1.166 -1.091 -1.024
C -0.169 0.874 0.834
C 1.100 0.133 1.489
C -1.466 0.458 1.426
H 0.031 1.872 1.201
H -0.244 0.918 -0.244
H 0.796 -0.903 1.671
H 1.432 0.630 2.348
H -1.578 -0.635 1.263
H -1.494 0.569 2.568
H 2.018 -0.098 0.762
H -2.243 0.953 0.904
```

* energy relative to the best compared isomer or geometry (same formula, charge and spin): 1.379 eV
* electronic energy: -9458.650 eV
* net charge: -1
* HOMO: -3.5990 eV
* frontier orbital gap: 7.40 eV
* LUMO energy: 3.80 eV

Which charges does Mulliken predict for the atoms? In e, they are: -0.927 0.640 -0.669 -0.723 0.447 0.129 0.149 0.012 -1.144 -1.215 0.299 0.131 0.276 0.421 0.277 0.332 0.212 0.353


Entry 7:
This record from the Open Molecules 2025 dataset describes a 2-piece molecular cluster, C5H11O2 overall in a non-equilibrium geometry. The level of theory is wB97M-V/def2-TZVPD.

```
18
C5H11O2, DFT wB97M-V/def2-TZVPD
C 0.846 -0.581 -2.334
C 2.209 -1.156 -1.837
C 0.023 -0.794 -1.094
H 0.431 -1.214 -3.157
H 0.930 0.483 -2.672
H 2.162 -2.294 -2.030
H 3.010 -0.800 -2.384
H -0.965 -0.506 -1.194
H 2.409 -0.792 -0.828
H 0.733 -0.230 -0.277
H 0.005 -1.787 -0.764
C 0.083 0.185 2.213
C -1.017 0.803 1.355
O -0.487 1.447 0.450
O -2.263 0.581 1.577
H -0.396 -0.860 2.320
H -0.200 0.798 3.164
H 1.027 0.233 1.783
```

* energy relative to the best compared isomer or geometry (same formula, charge and spin): 2.088 eV
* electronic energy: -9457.941 eV
* net charge: -1
* HOMO: -3.6507 eV
* frontier orbital gap: 7.48 eV
* LUMO energy: 3.82 eV

Which charges does Mulliken predict for the atoms? In e, they are: -0.179 -1.134 -0.979 0.240 0.275 0.202 0.385 0.424 0.383 -0.025 0.343 -0.843 0.617 -0.679 -0.801 0.150 0.272 0.349


Entry 8:
This record from the Open Molecules 2025 dataset describes a 2-piece molecular cluster, C5H11O2 overall in a non-equilibrium geometry. The level of theory is wB97M-V/def2-TZVPD.

```
18
C5H11O2, DFT wB97M-V/def2-TZVPD
C -0.420 -1.417 0.097
C -0.727 -1.179 1.577
C -1.571 -1.529 -0.941
H 0.082 -2.378 0.084
H 0.180 -0.576 -0.240
H 0.233 -1.009 2.081
H -1.276 -0.262 1.792
H -2.509 -1.044 -0.677
H -1.150 -2.031 2.120
H -1.799 -2.588 -1.091
H -1.206 -1.073 -1.859
C 1.338 2.754 -0.130
C 1.555 1.405 -0.846
O 0.783 1.043 -1.763
O 2.571 0.773 -0.440
H 2.236 3.338 -0.323
H 1.320 2.618 0.956
H 0.359 3.155 -0.398
```

* energy relative to the best compared isomer or geometry (same formula, charge and spin): 0.414 eV
* electronic energy: -9459.616 eV
* net charge: -1
* HOMO: -3.8533 eV
* frontier orbital gap: 7.83 eV
* LUMO energy: 3.97 eV

Which charges does Mulliken predict for the atoms? In e, they are: 0.679 -1.240 -1.133 0.220 -0.452 0.313 0.324 0.282 0.378 0.318 0.294 -0.959 0.679 -0.747 -0.749 0.274 0.231 0.290


Entry 9:
This record from the Open Molecules 2025 dataset describes a 2-piece molecular cluster, C5H11O2 overall in a non-equilibrium geometry. The level of theory is wB97M-V/def2-TZVPD.

```
18
C5H11O2, DFT wB97M-V/def2-TZVPD
C 1.381 -0.178 1.122
O 1.035 0.893 0.444
C 0.339 -1.512 0.987
C -0.995 -1.071 0.473
C -0.874 -0.098 -0.647
C -2.088 0.137 -1.226
H 1.382 0.087 2.181
H 2.522 -0.689 0.975
H 0.895 -1.940 0.171
H 0.327 -1.977 1.985
H -1.313 -0.343 1.283
H -1.618 -2.029 0.227
H 0.151 0.461 -0.959
H -2.933 -0.453 -1.241
H -2.103 1.000 -2.033
H 2.005 2.400 -1.255
H 0.659 2.589 -0.832
O 1.229 2.723 -1.655
```

* energy relative to the best compared isomer or geometry (same formula, charge and spin): 4.727 eV
* electronic energy: -9455.302 eV
* net charge: -1
* HOMO: -2.8202 eV
* frontier orbital gap: 7.08 eV
* LUMO energy: 4.26 eV

Which charges does Mulliken predict for the atoms? In e, they are: -0.529 -0.809 -0.924 -0.228 -0.062 -0.989 0.265 0.156 0.360 0.321 0.134 0.309 0.407 0.382 0.202 0.307 0.371 -0.675


Entry 10:
This record from the Open Molecules 2025 dataset describes a 2-piece molecular cluster, C5H11O2 overall in a non-equilibrium geometry. The level of theory is wB97M-V/def2-TZVPD.

```
18
C5H11O2, DFT wB97M-V/def2-TZVPD
C 1.565 1.588 -1.378
C 0.582 2.301 -2.362
H 1.612 2.257 -0.523
H 1.111 0.685 -0.985
H 2.530 1.379 -1.824
H 0.355 3.320 -2.052
H -0.296 1.701 -2.539
H 1.130 2.486 -3.290
C -1.076 -1.613 0.504
C -1.201 -1.073 -0.924
C -0.271 -0.781 1.531
O 0.270 -1.464 2.436
O 0.026 0.407 1.237
H -2.082 -1.887 0.827
H -0.487 -2.521 0.408
H -2.189 -1.220 -1.359
H -0.473 -1.484 -1.633
H -0.919 -0.017 -1.004
```

* energy relative to the best compared isomer or geometry (same formula, charge and spin): 0.678 eV
* electronic energy: -9459.351 eV
* net charge: -1
* HOMO: -3.8334 eV
* frontier orbital gap: 7.69 eV
* LUMO energy: 3.85 eV

Which charges does Mulliken predict for the atoms? In e, they are: -0.554 -0.812 0.217 0.019 0.329 0.237 0.262 0.268 -0.355 -0.717 0.464 -0.752 -0.698 0.298 0.139 0.378 0.273 0.003


Entry 11:
This record from the Open Molecules 2025 dataset describes a 2-piece molecular cluster, C5H11O2 overall in a non-equilibrium geometry. The level of theory is wB97M-V/def2-TZVPD.

```
18
C5H11O2, DFT wB97M-V/def2-TZVPD
C 2.141 -1.674 0.501
C 1.039 -2.030 -0.461
C 2.026 -0.120 1.012
O 0.948 0.172 1.701
O 3.031 0.580 0.784
H 2.160 -2.300 1.432
H 3.035 -1.765 -0.029
H 1.323 -2.092 -1.466
H 0.282 -1.349 -0.340
H 0.487 -2.983 -0.395
C -1.710 2.385 -0.370
C -2.430 1.042 -0.338
H -0.586 2.249 -0.215
H -1.762 2.925 -1.429
H -2.181 2.955 0.472
H -2.136 0.403 0.516
H -2.203 0.346 -1.204
H -3.463 1.258 -0.170
```

* energy relative to the best compared isomer or geometry (same formula, charge and spin): 1.160 eV
* electronic energy: -9458.869 eV
* net charge: -1
* HOMO: -3.9098 eV
* frontier orbital gap: 7.75 eV
* LUMO energy: 3.84 eV

Which charges does Mulliken predict for the atoms? In e, they are: -0.338 -0.880 0.442 -0.738 -0.716 0.230 0.271 0.328 0.103 0.303 -0.610 -0.835 0.192 0.217 0.213 0.235 0.243 0.338


Entry 12:
This record from the Open Molecules 2025 dataset describes a 2-piece molecular cluster, C5H11O2 overall in a non-equilibrium geometry. The level of theory is wB97M-V/def2-TZVPD.

```
18
C5H11O2, DFT wB97M-V/def2-TZVPD
C -1.025 -0.445 -0.957
O -1.001 -1.230 -2.078
C 0.203 0.378 -0.605
C -0.059 1.213 0.705
C -0.405 0.385 1.887
C 0.503 -0.076 2.756
H -1.418 -0.964 -0.057
H -1.856 0.292 -1.117
H 1.151 -0.115 -0.378
H 0.365 1.130 -1.380
H -0.766 1.996 0.420
H 0.899 1.690 0.942
H -1.362 -0.123 1.931
H 1.253 0.567 3.213
H 0.302 -0.947 3.379
H 1.554 -0.717 -3.179
H 0.330 -1.413 -2.560
O 1.331 -1.618 -2.921
```

* energy relative to the best compared isomer or geometry (same formula, charge and spin): 2.886 eV
* electronic energy: -9457.143 eV
* net charge: -1
* HOMO: -3.1697 eV
* frontier orbital gap: 6.99 eV
* LUMO energy: 3.82 eV

Which charges does Mulliken predict for the atoms? In e, they are: -0.165 -0.847 -0.536 -0.687 -0.103 -0.852 0.075 0.180 0.350 0.241 0.387 0.296 0.346 0.262 0.264 0.243 0.336 -0.787


Repeat the fifth record exactly.
This record from the Open Molecules 2025 dataset describes a 2-piece molecular cluster, C5H11O overall in a non-equilibrium geometry. The level of theory is wB97M-V/def2-TZVPD.

```
17
C5H11O, DFT wB97M-V/def2-TZVPD
C 0.779 1.758 -0.051
C 1.692 -0.673 0.034
C -2.316 -0.220 -0.084
C 0.290 -1.003 0.500
C -0.739 -0.009 -0.200
O -0.362 1.307 0.308
H 1.368 2.284 0.795
H 1.022 1.910 -1.163
H 1.790 -0.873 -1.010
H 2.468 -1.217 0.614
H 1.876 0.415 0.302
H -2.851 0.678 -0.339
H -2.586 -1.102 -0.574
H -2.414 -0.458 0.997
H -0.155 -2.004 0.160
H 0.223 -0.965 1.613
H -0.085 0.173 -1.903
```

* energy relative to the best compared isomer or geometry (same formula, charge and spin): 2.152 eV
* electronic energy: -7395.419 eV
* net charge: +1
* HOMO (spin up / spin down): -11.7931 / -16.6504 eV
* frontier orbital gap (spin up / spin down): 5.91 / 7.87 eV
* spin multiplicity: 3
* LUMO energy (spin up / spin down): -5.88 / -8.78 eV

Which charges does Mulliken predict for the atoms? In e, they are: -0.611 -0.962 -1.098 -0.138 0.137 -0.134 0.422 0.360 0.364 0.356 0.249 0.364 0.395 0.343 0.294 0.330 0.330


Question: The lowest electronic energy belongs to which entry?
Answer: C5H11NS2


Question: What is the energy relative to the best compared isomer or geometry (same formula, charge and spin) in the eleventh record?
Answer: 1.160 eV


Copy entry 8 word for word.
This record from the Open Molecules 2025 dataset describes a 2-piece molecular cluster, C5H11O2 overall in a non-equilibrium geometry. The level of theory is wB97M-V/def2-TZVPD.

```
18
C5H11O2, DFT wB97M-V/def2-TZVPD
C -0.420 -1.417 0.097
C -0.727 -1.179 1.577
C -1.571 -1.529 -0.941
H 0.082 -2.378 0.084
H 0.180 -0.576 -0.240
H 0.233 -1.009 2.081
H -1.276 -0.262 1.792
H -2.509 -1.044 -0.677
H -1.150 -2.031 2.120
H -1.799 -2.588 -1.091
H -1.206 -1.073 -1.859
C 1.338 2.754 -0.130
C 1.555 1.405 -0.846
O 0.783 1.043 -1.763
O 2.571 0.773 -0.440
H 2.236 3.338 -0.323
H 1.320 2.618 0.956
H 0.359 3.155 -0.398
```

* energy relative to the best compared isomer or geometry (same formula, charge and spin): 0.414 eV
* electronic energy: -9459.616 eV
* net charge: -1
* HOMO: -3.8533 eV
* frontier orbital gap: 7.83 eV
* LUMO energy: 3.97 eV

Which charges does Mulliken predict for the atoms? In e, they are: 0.679 -1.240 -1.133 0.220 -0.452 0.313 0.324 0.282 0.378 0.318 0.294 -0.959 0.679 -0.747 -0.749 0.274 0.231 0.290